No. 1
Computed, not measured: C52H49N6NaO4P2S as an isolated structure, with wB97M-V/def2-TZVPD.

Properties
* total charge: -2
* HOMO level: -2.03 eV
* E_tot: -105677.355 eV

Element x y z (Å)
Na -2.21188 0.25006 0.87426
C 0.36344 -0.91109 3.29303
P 1.58134 0.47103 3.44135
C 3.16342 -0.41432 3.87019
C 3.33521 -1.60168 4.58580
C 4.61554 -2.04718 4.99465
C 5.73701 -1.31301 4.72408
C 5.59210 -0.08667 4.14731
C 4.32910 0.32481 3.72471
C 1.21090 1.15480 5.13936
C 1.81851 2.40058 5.48012
C 1.57521 2.99700 6.67840
C 0.69641 2.35733 7.62808
C 0.14119 1.15947 7.34570
C 0.31876 0.58552 6.02395
C 0.52107 -1.47432 1.82625
C 1.12372 -2.63790 1.45174
C 1.10850 -2.66691 0.03555
C 0.49383 -1.49902 -0.35640
C 0.29865 -0.99224 -1.75266
P 1.47685 0.48599 -2.02935
C 3.06998 -0.17131 -1.44909
C 3.79077 -1.21196 -2.10943
C 5.03054 -1.59275 -1.61303
C 5.43246 -1.09768 -0.37745
C 4.70086 -0.20244 0.37993
C 3.50844 0.31901 -0.20369
C 1.57530 0.55060 -3.82976
C 0.97742 -0.34711 -4.74613
C 0.95909 -0.04353 -6.13709
C 1.54698 1.05830 -6.66117
C 2.26312 1.90026 -5.80971
C 2.23524 1.59626 -4.42642
N 0.08995 -0.77372 0.73774
H -0.62320 -0.51546 3.46042
H 0.53134 -1.78965 3.95174
H 2.50420 -2.25478 4.70315
H 4.73939 -3.05040 5.29474
H 6.68010 -1.69202 4.96457
H 6.48508 0.42664 3.87710
H 4.41420 1.31327 3.31774
H 2.59025 2.91714 4.86784
H 1.91844 3.96722 6.89584
H 0.37318 2.89567 8.54707
H -0.49135 0.65179 8.02533
H -0.16818 -0.27341 5.57860
H 1.39191 -3.48608 2.02793
H 1.48822 -3.37634 -0.64783
H -0.74153 -0.75825 -1.97250
H 0.53889 -1.82727 -2.47767
H 3.35125 -1.52707 -3.04291
H 5.67754 -2.33241 -2.05826
H 6.46776 -1.36193 -0.08123
H 5.08797 0.09761 1.28726
H 2.94382 1.14784 0.32500
H 0.50349 -1.24234 -4.40168
H 0.37137 -0.72335 -6.84802
H 1.56582 1.24237 -7.74186
H 2.69609 2.82740 -6.24941
H 2.81204 2.22119 -3.81415
C -5.17177 -0.10792 -4.64889
C -3.85481 -0.96128 -4.83689
C -2.70291 0.06999 -4.78836
C -3.95591 -1.61737 -6.13072
C -3.88755 -1.82711 -3.56146
C -4.10009 -3.22039 -3.64719
C -4.20871 -4.10405 -2.48809
C -3.96623 -3.45191 -1.25233
S -4.18918 -4.16426 0.31946
C -3.91515 -2.49036 1.00585
N -3.69620 -1.61007 0.10193
C -3.73229 -2.05717 -1.18793
C -3.65879 -1.26735 -2.29443
C -3.88323 -2.27958 2.46495
C -4.50739 -3.25374 3.33172
C -4.50848 -2.97636 4.71511
C -4.02265 -1.75613 5.18433
C -3.48251 -0.83054 4.31005
C -3.33809 -1.03665 2.93670
H -5.32607 0.70197 -5.35677
H -5.11732 0.25623 -3.59200
H -6.04776 -0.81238 -4.65373
H -2.74269 0.77880 -5.59287
H -1.85143 -0.52731 -4.93097
H -2.69131 0.64240 -3.84751
H -3.91682 -0.88135 -6.96321
H -4.87069 -2.20481 -6.16788
H -3.12241 -2.33087 -6.30875
H -4.16961 -3.65457 -4.58308
H -4.26450 -5.21210 -2.59659
H -3.36967 -0.25831 -2.23817
H -4.99212 -4.07022 2.93096
H -5.05402 -3.67471 5.33237
H -4.25499 -1.40563 6.23326
H -3.26102 0.16961 4.65977
O 2.61285 5.00532 2.28947
N 3.50307 4.15736 2.01231
O 4.54806 4.14108 2.74483
O 3.41699 3.38458 1.00868
C -1.65602 4.28816 -3.50089
N -1.06090 3.59323 -2.36920
C -0.03723 4.31100 -1.74694
C 0.45768 3.96212 -0.58485
C -0.17928 2.81717 0.05550
N -1.22562 2.23411 -0.47019
C -1.74879 2.58741 -1.66263
O -2.78461 2.08418 -2.11824
N 0.43991 2.28292 1.09770
H -2.26567 3.49196 -3.99650
H -0.90311 4.53729 -4.27309
H -2.15112 5.21804 -3.10337
H 0.30351 5.12330 -2.41968
H 1.36913 4.32381 -0.14510
H 1.32482 2.62246 1.40901
H 0.29358 1.23650 1.24500

Atoms 1-6, force components in eV/Å:
0.080 -0.279 0.122
1.001 -1.338 -1.745
0.177 -0.606 0.613
0.393 0.511 1.121
0.981 -0.240 -0.433
-1.725 0.302 -1.136

No. 2
Computed, not measured: a 15-piece molecular cluster, C49H123N5O15 overall, with wB97M-V/def2-TZVPD.

Properties
* total charge: 0
* HOMO level: -8.09 eV
* E_tot: -90960.638 eV

Element x y z (Å)
C -11.49478 -2.71838 20.18000
O -12.27011 -1.80470 19.42415
H -10.73605 -2.26619 20.81871
H -11.98793 -3.51284 20.74012
H -10.83357 -3.13138 19.41819
H -12.03808 -1.71071 18.49737
C -3.47150 -0.78737 15.00044
O -3.19560 -1.27345 13.72153
H -3.31508 -1.53871 15.77447
H -2.96024 0.16032 15.16950
H -4.51450 -0.47803 15.06805
H -3.98667 -1.71944 13.41023
C -8.68060 -8.89511 19.10998
O -8.31374 -10.01266 19.92610
H -7.86966 -8.74493 18.39730
H -9.61217 -9.13346 18.59667
H -8.87250 -7.92065 19.55911
H -9.14479 -10.25466 20.34131
C -5.49909 -5.26863 19.03745
O -6.66730 -4.42347 19.11874
H -5.79532 -6.30617 18.88299
H -4.91018 -4.95793 18.17446
H -4.98806 -5.05014 19.97511
H -6.43510 -3.49546 19.03826
O -9.03696 -4.86213 17.79680
H -8.87050 -5.60490 17.21644
H -8.30495 -4.87069 18.41351
O -10.72820 -3.34428 16.13905
H -10.85162 -2.53937 16.64217
H -10.33567 -3.95774 16.76018
O -5.74659 -9.78305 17.05995
H -5.50388 -9.20471 16.33688
H -5.09152 -10.48069 17.03953
O -5.62546 -9.60335 19.93079
H -5.75358 -9.52768 18.98522
H -6.49936 -9.78261 20.27779
O -6.86095 -4.61148 13.07219
H -7.61959 -4.96985 13.53290
H -6.12662 -5.15301 13.36155
O -4.07202 -6.03959 14.53627
H -3.29293 -5.88441 15.07028
H -4.32751 -6.93922 14.74026
C -6.81549 -1.99287 16.56051
C -6.88287 -0.98709 17.74804
C -8.29529 -0.93838 18.23160
C -8.49305 -0.21539 19.52561
C -7.67483 -0.90080 20.63681
C -6.16227 -1.03188 20.31045
N -6.02296 -1.50807 18.85934
O -4.75503 -1.79369 18.45883
C -5.44012 0.29822 20.55063
C -5.61846 -2.04102 21.29451
C -6.51147 0.43266 17.30827
H -7.13856 -2.99273 16.85035
H -5.79668 -2.06565 16.17993
H -7.42373 -1.68329 15.71063
H -8.82744 -0.37271 17.46680
H -8.74644 -1.92711 18.31507
H -9.48602 -0.24461 19.97422
H -8.21981 0.83918 19.56198
H -8.14119 -1.81359 21.00754
H -7.73589 -0.33759 21.56802
H -5.77446 1.12153 19.91937
H -5.40141 0.56240 21.60742
H -4.38330 0.24831 20.28842
H -6.21965 -2.94689 21.37243
H -4.67427 -2.49160 20.98857
H -5.42823 -1.69100 22.30910
H -5.42315 0.37395 17.32218
H -6.79265 1.31463 17.88375
H -6.71430 0.57919 16.24737
H -4.41285 -0.90855 18.31372
C -0.44403 -7.87786 17.95707
C -1.79028 -7.15542 17.91966
C -2.16223 -6.72859 19.34037
C -1.41435 -5.54452 19.85187
C -1.68486 -4.32113 18.88915
C -1.28569 -4.64270 17.40482
N -1.82259 -5.96684 17.03929
O -1.55847 -6.30151 15.74286
C -2.04271 -3.61687 16.53055
C 0.26787 -4.47878 17.32493
C -2.92358 -8.08262 17.37967
H -0.18707 -8.26965 16.97291
H -0.43373 -8.77143 18.58119
H 0.45988 -7.30313 18.15884
H -3.22312 -6.48123 19.37784
H -1.93889 -7.56222 20.00618
H -0.36055 -5.81773 19.90642
H -1.68454 -5.32636 20.88508
H -1.06912 -3.55869 19.36625
H -2.70887 -3.95920 18.98142
H -1.83753 -2.60615 16.88334
H -1.67119 -3.74294 15.51361
H -3.10328 -3.85178 16.44050
H 0.45478 -3.49323 17.75139
H 0.91911 -5.30660 17.60546
H 0.57170 -4.24335 16.30495
H -3.80893 -7.47645 17.57154
H -2.95102 -9.02208 17.93172
H -2.94112 -8.32030 16.31604
H -0.61611 -6.47831 15.79084
C -0.78401 -3.96241 23.41458
C 0.03857 -2.67400 23.52944
C -0.19517 -1.79412 22.27767
C -1.45711 -0.93733 22.16374
C -1.63986 -0.23305 23.48398
C -1.35000 -0.97903 24.81067
N -0.16754 -1.80920 24.70407
O 0.34457 -2.30761 25.91636
C -1.02664 0.14400 25.86622
C -2.63783 -1.73297 25.11584
C 1.50154 -3.01275 23.53594
H -0.47800 -4.65354 22.62922
H -1.80027 -3.70820 23.11342
H -0.82522 -4.40269 24.41086
H 0.64776 -1.13985 22.05520
H -0.26461 -2.48509 21.43752
H -2.25644 -1.66054 22.00202
H -1.36668 -0.23627 21.33401
H -2.67852 0.09661 23.45937
H -1.02461 0.66480 23.42526
H -1.85466 0.84778 25.95091
H -0.77904 -0.24083 26.85552
H -0.08257 0.62516 25.61067
H -3.51130 -1.14796 25.40378
H -2.98253 -2.31791 24.26313
H -2.47175 -2.42784 25.93905
H 1.85310 -3.57619 24.40026
H 2.15407 -2.15114 23.67718
H 1.88244 -3.48057 22.62811
H -0.14940 -3.11174 26.09237
C -10.73291 -7.52487 23.40871
C -9.71585 -6.64131 24.11935
C -8.90603 -6.01087 22.96831
C -9.62183 -4.79614 22.34672
C -9.91748 -3.79040 23.50459
C -10.84641 -4.31956 24.56582
N -10.34009 -5.62720 25.01512
O -11.05520 -6.17803 26.03419
C -10.72142 -3.22698 25.69275
C -12.28125 -4.35192 23.98042
C -8.70752 -7.47610 24.87982
H -11.29569 -8.00402 24.20982
H -10.22149 -8.31627 22.86076
H -11.52240 -7.04919 22.82687
H -7.88067 -5.77935 23.25661
H -8.97723 -6.69656 22.12400
H -10.50458 -5.20124 21.85200
H -9.02502 -4.33208 21.56149
H -10.26319 -2.86392 23.04610
H -8.98014 -3.52918 23.99576
H -9.71220 -3.13250 26.09354
H -11.15285 -2.31700 25.27572
H -11.39953 -3.45234 26.51585
H -12.66095 -3.52754 23.37682
H -12.30092 -5.27427 23.39991
H -13.01527 -4.46357 24.77844
H -8.03494 -6.73409 25.31013
H -8.12561 -8.13349 24.23382
H -9.15082 -8.01538 25.71693
H -10.63338 -5.70095 26.75256
C -2.84806 -6.95831 23.49319
C -4.38361 -6.81220 23.80711
C -5.12058 -7.86435 22.95511
C -4.95096 -9.27868 23.62769
C -5.40033 -9.25796 25.05829
C -4.63596 -8.25860 25.92119
N -4.65400 -6.92316 25.28668
O -3.98814 -5.92218 26.04741
C -5.49141 -8.21713 27.19320
C -3.19708 -8.90377 26.19265
C -4.85438 -5.49035 23.22772
H -2.17830 -6.13163 23.73014
H -2.67488 -7.10084 22.42651
H -2.49920 -7.90247 23.91147
H -6.16655 -7.61474 22.77691
H -4.61329 -7.92025 21.99198
H -3.95231 -9.70069 23.51493
H -5.58787 -9.90607 23.00412
H -5.22493 -10.30668 25.29813
H -6.43974 -8.94231 25.14819
H -5.15573 -7.72434 28.10566
H -6.37509 -7.62481 26.95578
H -5.80637 -9.21452 27.49998
H -2.88670 -9.59243 25.40684
H -2.47969 -8.08334 26.17380
H -3.09217 -9.24137 27.22373
H -5.21910 -5.49618 22.20057
H -4.03908 -4.76969 23.16405
H -5.65533 -4.96032 23.74313
H -3.10201 -5.99763 25.68593

Atoms 1-6, force components in eV/Å:
1.990 -0.106 -1.994
-1.323 0.735 1.264
-0.475 0.708 0.497
-0.638 0.328 -0.328
0.112 -1.122 0.251
0.358 -0.555 0.324

No. 3
Computed, not measured: one molecule with the formula C4H7NO2, with wB97M-V/def2-TZVPD.

Properties
* total charge: 0
* HOMO level: -10.70 eV
* E_tot: -9845.643 eV

Element x y z (Å)
C -1.24586 -0.84970 0.36075
C -0.29518 -0.07454 -0.83520
C 0.14689 1.28483 -0.34106
N 1.07621 0.83452 0.70182
C 1.71351 -0.31133 0.13259
O 2.67040 -0.89429 0.54235
O 0.96731 -0.73217 -0.97358
H -1.22684 -0.84518 1.49556
H -1.10819 -1.91131 0.16734
H -2.29025 -0.58578 0.18224
H -0.79851 -0.06485 -1.82013
H -0.69842 1.81621 0.08317
H 0.66553 1.93575 -1.06328
H 0.42340 0.39785 1.36742

Atoms 1-6, force components in eV/Å:
0.086 -0.013 -1.251
-0.960 -0.304 1.155
-0.420 0.008 0.171
-0.023 -0.050 0.245
-0.012 -0.637 -0.221
-0.516 0.421 -0.399

No. 4
Computed, not measured: a 2-piece molecular cluster, C7H16OPS2 overall, with wB97M-V/def2-TZVPD.

Properties
* total charge: +1
* HOMO level: -12.43 eV
* E_tot: -40517.555 eV

Element x y z (Å)
C 2.55586 1.12671 0.67654
C 2.26671 -0.32767 1.41445
C 1.95872 1.11798 -0.71909
C 0.78848 -0.73007 1.25511
C 0.44830 0.94017 -0.66473
C 0.29284 -0.47208 -0.09881
C 0.03243 -1.58577 -1.05725
O -2.90051 0.53818 -1.64304
P -2.64010 0.04525 -0.14035
S -3.90663 1.45411 0.97232
S -3.68252 -1.85091 -0.14355
H 2.11461 2.03961 1.12907
H 3.65792 1.08534 0.59463
H 2.95405 -1.16939 1.00966
H 2.51313 -0.23725 2.40655
H 2.36154 1.92896 -1.28412
H 2.41174 0.20237 -1.19661
H 0.68203 -1.66382 1.72684
H 0.24856 -0.02810 1.85825
H 0.05469 1.67500 0.00125
H -0.11885 1.05933 -1.52950
H 0.60852 -2.47579 -0.73379
H 0.10023 -1.27160 -2.02924
H -0.93174 -2.02287 -0.72929
H -3.81047 0.66305 -2.04454
H -4.36831 2.00877 -0.24764
H -3.69123 -2.04954 1.21689

Atoms 1-6, force components in eV/Å:
-0.058 -2.124 0.390
0.897 1.265 -3.861
1.587 -2.549 -0.341
-0.136 1.482 0.094
0.374 -1.197 1.946
0.260 -0.123 -1.467

No. 5
Computed, not measured: a 2-piece molecular cluster, C5H15NO2 overall, with wB97M-V/def2-TZVPD.

Properties
* total charge: 0
* HOMO level: -9.19 eV
* E_tot: -11010.888 eV

Element x y z (Å)
O 2.08566 -2.61307 0.74171
N -1.05557 1.06406 0.87579
C 3.37608 -1.99066 0.68345
C -2.11713 1.84609 0.15269
C 1.05798 -1.85575 -0.00987
C -0.65587 -0.03649 0.04118
C 0.37101 -0.83577 0.89622
H -0.17852 1.58842 0.98810
H 3.79016 -2.08524 -0.33449
H 4.07868 -2.45785 1.39387
H 3.28788 -0.91901 0.92920
H -1.76534 2.24314 -0.81437
H -2.35306 2.69473 0.81657
H -3.03994 1.26698 -0.01951
H 1.47327 -1.40325 -0.93086
H 0.25274 -2.55311 -0.31106
H -0.20411 0.31567 -0.90610
H -1.57870 -0.59283 -0.21244
H 1.06020 -0.03220 1.21988
H -0.12973 -1.23385 1.79969
O -2.96846 2.54524 -2.21559
H -2.62283 2.35673 -3.11740
H -2.16440 2.68803 -1.66663

Atoms 1-6, force components in eV/Å:
-0.414 0.668 -0.891
-0.977 0.896 -1.066
-0.519 0.182 -0.286
1.292 0.336 2.161
0.354 -0.863 1.448
0.002 -0.975 0.662

No. 6
Computed, not measured: C30H50N3O2PdSSb as an isolated structure, with wB97M-V/def2-TZVPD.

Properties
* 2S+1: 3
* total charge: 0
* HOMO level (spin up / spin down): -6.53 / -7.52 eV
* E_tot: -61333.973 eV

Element x y z (Å)
Pd -0.09996 -0.23934 -0.11909
C 3.99332 -3.87605 4.89427
C 2.85912 -2.98978 4.40612
C 2.93784 -2.12203 3.31085
C 1.78561 -1.60345 2.74322
C 0.53911 -1.83464 3.35719
C 0.46896 -2.51790 4.57272
C 1.58702 -3.17965 5.03219
S -0.96390 -1.31572 2.55149
O -2.11276 -1.85550 3.23771
O -0.79233 0.15167 2.37337
N -0.79627 -1.87076 0.95815
C -1.18995 -3.20287 0.67658
C -1.21001 -4.13368 1.75992
C -1.33454 -5.47372 1.45185
C -1.62338 -5.85838 0.13961
C -1.62513 -4.87005 -0.85382
N -1.35631 -3.57889 -0.60572
H 4.26229 -4.76599 4.31439
H 3.63341 -4.19288 5.89380
H 4.89058 -3.24836 4.94660
H 3.90173 -1.88823 2.85360
H 1.78085 -1.01517 1.80852
H -0.54765 -2.65933 5.00664
H 1.52334 -3.79387 5.90683
H -1.20802 -3.68853 2.77415
H -1.14789 -6.28077 2.17107
H -1.96990 -6.86550 -0.09484
H -1.91638 -5.05019 -1.87441
N 0.10333 -1.57706 -1.89859
H -0.07491 -1.28363 -2.86233
H -0.42571 -2.45269 -1.63552
H 1.12433 -1.79769 -1.86881
C 4.81386 -0.06005 0.31247
C 4.11117 0.26837 -1.03021
C 4.13169 -0.95127 -1.91879
C 4.86862 1.49830 -1.62604
C 2.73688 0.58199 -0.84313
C 1.54877 0.66215 -0.49129
H 5.83015 -0.49354 0.14953
H 4.22990 -0.75719 0.95629
H 4.94074 0.89091 0.83017
H 5.08418 -1.48798 -2.04818
H 3.75785 -0.70544 -2.89102
H 3.37323 -1.67078 -1.53505
H 5.95964 1.35295 -1.72273
H 4.71986 2.32042 -0.96986
H 4.43391 1.71773 -2.60812
C -2.64087 0.36044 -3.48047
C -1.75605 1.57715 -3.33836
C -2.30815 2.83981 -3.92152
C -0.31776 1.33666 -3.84434
Sb -1.59992 1.85155 -0.99023
C -0.28466 3.72800 -0.39037
C -1.08624 4.99000 -0.61538
C 0.95678 3.66911 -1.23079
C -0.10533 3.42353 1.09780
C -3.72983 1.82391 0.06366
C -3.53897 2.47043 1.42821
C -4.04487 0.36417 0.04728
C -4.80793 2.59638 -0.71340
H -2.41951 -0.10035 -4.42704
H -3.72505 0.52684 -3.40137
H -2.33762 -0.40889 -2.73965
H -2.45354 2.76432 -5.03305
H -1.70956 3.74278 -3.81636
H -3.27423 3.13448 -3.47016
H -0.39296 0.99763 -4.91684
H 0.24659 0.59183 -3.25759
H 0.26835 2.26813 -3.83825
H -1.41847 5.17216 -1.64138
H -0.40270 5.81285 -0.31871
H -1.96237 5.02793 0.02033
H 0.77266 4.09397 -2.23180
H 1.25908 2.58552 -1.33749
H 1.75165 4.23771 -0.81187
H -1.10703 3.51422 1.55186
H 0.57991 4.17142 1.50497
H 0.30256 2.42247 1.32699
H -2.85513 1.91106 2.08747
H -4.47977 2.42017 1.96642
H -3.21472 3.51867 1.36074
H -3.27584 -0.29143 0.45038
H -4.29501 0.07737 -0.98797
H -4.97649 0.08181 0.59473
H -4.45026 3.64221 -0.90595
H -5.66343 2.71522 -0.08559
H -5.03954 2.10275 -1.64670

Atoms 1-6, force components in eV/Å:
-1.946 -0.023 -0.163
-0.292 0.994 0.740
-1.398 -1.041 -0.093
0.187 -0.256 0.016
-1.165 0.445 -0.172
0.581 -0.176 0.339

Molar mass (g mol⁻¹)
939.0; 1022.5; 101.1; 211.3; 121.2; 745.0